1.
{
  "formula": "C25H44N4O2PRhS2Se",
  "method": "ωB97M-V with the def2-TZVPD basis set",
  "homo_lumo_gap_ha": [0.3129, 0.2332],
  "total_charge": 1,
  "relative_energy_ev": 0.351,
  "lumo_energy_ev": [-2.03, -4.49],
  "spin_multiplicity": 6,
  "species": ["H", "C", "H", "H", "H", "C", "H", "H", "N", "H", "H", "C", "Rh", "C", "N", "H", "H", "H", "N", "C", "H", "H", "H", "H", "H", "H", "H", "C", "H", "C", "H", "C", "H", "H", "C", "C", "C", "H", "C", "Se", "H", "H", "N", "H", "C", "H", "H", "C", "H", "C", "H", "O", "H", "C", "H", "O", "H", "H", "H", "H", "H", "C", "H", "C", "H", "S", "H", "H", "S", "C", "H", "C", "C", "C", "P", "H", "C", "C", "H", "C"],
  "coordinates": [[4.941144, 0.146716, -5.380533], [1.419160, 0.558567, -6.322529], [6.296689, 0.192223, -4.280647], [1.337693, 5.614019, -3.546895], [2.970086, 4.641090, -5.203994], [2.296352, 3.997210, -4.636042], [0.425380, -0.281595, 2.406704], [2.035115, -1.000204, 2.425184], [2.613848, 2.043697, 3.076403], [-2.176352, -6.955028, -0.216850], [-0.012596, 2.545548, -4.008450], [1.545334, -0.017681, -8.608361], [1.134945, -0.702965, -0.609383], [0.770607, -4.997398, -3.405358], [2.380828, -0.492684, -4.609194], [1.425903, 3.472100, -6.546453], [0.908455, 3.230391, 2.846861], [3.374556, -2.306013, -4.439047], [1.085597, 1.186389, -5.120759], [5.491456, -0.448262, -4.643170], [1.277796, -5.038388, -4.371957], [-1.340099, -5.030720, 1.077834], [4.413948, 1.005409, 2.911637], [1.479888, -5.294698, -2.630365], [2.272208, 3.671987, 1.825192], [5.086844, -1.479654, -2.790899], [-0.219023, -6.379048, 1.226528], [2.716292, -1.378343, -6.970432], [-1.723417, -5.668130, -1.347111], [1.490185, -0.057377, 2.400773], [0.408249, 1.664505, -7.888057], [3.239085, -1.406750, -3.837321], [6.800056, -1.396753, -6.097623], [2.696832, -1.691221, -2.944045], [6.105386, -1.681735, -5.305794], [1.680356, 0.539943, -4.102849], [4.579086, -0.778883, -3.461495], [3.330349, -2.233307, -6.722142], [1.143368, 1.943036, 1.085819], [1.553549, 1.059790, -2.308171], [2.537159, 0.338279, 4.285138], [2.722425, -1.759820, -9.066930], [1.818155, 0.613623, 1.115767], [3.751061, -0.183862, 0.998800], [-1.337517, -6.377058, -0.613462], [2.778179, 4.972288, -2.753390], [1.311018, 2.403493, 0.116148], [2.363099, -1.109196, -8.279099], [6.658925, -2.278208, -4.575209], [3.763969, 1.611278, 2.279548], [4.328202, 2.490901, 1.969919], [-0.380591, -3.467597, -1.872136], [2.868141, 3.089812, -4.407472], [1.097668, 3.645252, -5.518708], [1.017888, 1.211882, 4.124631], [0.495612, -4.868864, 0.081287], [-0.053019, -5.712456, -3.417844], [1.287047, 0.157151, -9.645210], [4.375770, 0.122359, -2.880079], [1.272598, 4.057226, -2.709102], [-0.495040, -3.308335, -3.880926], [1.897225, 4.697765, -3.336728], [0.405047, 4.491368, -5.547354], [3.289306, 0.801637, 1.037203], [1.079538, -2.872689, -3.216660], [-1.083864, -0.891461, -0.159818], [-0.651946, -7.065061, -1.113182], [5.351396, -2.329957, -5.756345], [2.288988, -2.766262, -0.638197], [0.266057, -3.594184, -3.161786], [0.074628, 1.769348, 1.197190], [1.897853, 0.869804, 3.580749], [1.056482, 0.833913, -7.635717], [0.304351, 2.430596, -5.040087], [0.326539, -3.359117, -0.441775], [3.509969, 1.317842, 0.103772], [1.712956, 2.829458, 2.231257], [2.230516, -0.513456, -5.997172], [-0.587508, 2.289051, -5.649105], [-0.645013, -5.667754, 0.527803]],
  "atomic_forces_ev_per_a": [[0.0, 0.0, 0.0], [-0.2, 0.2, 0.2], [0.0, 0.0, 0.0], [0.1, -0.1, 0.0], [0.0, 0.0, 0.0], [-0.1, 0.0, 0.1], [-0.1, 0.0, 0.0], [0.0, -0.1, 0.0], [0.0, 0.0, -0.1], [0.1, 0.0, 0.0], [0.0, 0.0, 0.1], [0.0, 0.0, 0.0], [-0.3, 0.2, 0.3], [0.0, 0.0, 0.0], [0.2, -0.2, 0.1], [0.0, 0.0, 0.0], [0.0, 0.0, 0.0], [0.0, 0.0, 0.0], [-0.1, 0.4, -0.2], [0.0, -0.1, 0.0], [0.0, 0.0, 0.0], [0.0, 0.1, 0.0], [0.0, 0.0, 0.0], [0.0, 0.0, 0.0], [0.0, 0.0, 0.0], [0.0, 0.0, 0.0], [0.1, 0.0, 0.1], [0.0, -0.1, 0.0], [0.0, 0.0, 0.1], [0.2, 0.2, 0.0], [0.1, 0.0, 0.0], [0.1, 0.2, -0.2], [0.0, 0.0, 0.0], [0.0, 0.0, 0.1], [0.0, 0.1, 0.0], [-0.1, -0.3, -0.2], [0.0, 0.0, -0.1], [0.0, 0.1, 0.0], [0.2, -0.1, 0.3], [0.2, 0.5, -0.1], [0.0, 0.0, 0.0], [0.0, 0.0, 0.0], [-0.2, 0.0, -0.2], [0.0, -0.1, 0.0], [0.1, 0.0, -0.1], [0.0, 0.0, 0.0], [0.0, 0.0, -0.1], [0.0, 0.0, 0.0], [0.0, 0.0, 0.0], [-0.2, -0.1, 0.0], [0.0, 0.0, 0.0], [0.0, 0.1, -0.1], [0.0, 0.0, 0.0], [0.1, -0.1, 0.0], [0.0, 0.0, 0.0], [-0.3, -0.1, 0.1], [0.0, 0.0, 0.0], [0.0, 0.0, 0.1], [0.0, 0.0, 0.0], [0.0, 0.0, 0.0], [-0.1, 0.0, 0.0], [0.0, 0.0, -0.1], [0.0, 0.0, 0.0], [-0.1, 0.1, 0.2], [0.0, 0.0, 0.1], [0.4, 0.0, -0.1], [-0.1, 0.1, 0.0], [0.0, 0.0, 0.0], [-0.3, -0.1, 0.1], [0.0, -0.2, 0.1], [0.0, 0.0, 0.0], [0.0, 0.0, -0.2], [-0.1, 0.0, -0.1], [0.1, -0.1, -0.1], [0.3, -0.5, -0.2], [0.0, 0.0, 0.0], [0.0, -0.2, 0.0], [0.1, -0.1, 0.2], [0.0, 0.0, 0.0], [0.0, 0.1, -0.1]]
}

2.
{
  "formula": "C36H48NO3P2RuSSi",
  "method": "ωB97M-V with the def2-TZVPD basis set",
  "homo_lumo_gap_ha": [0.2844, 0.2104],
  "total_charge": 3,
  "lumo_energy_ev": [-9.34, -11.47],
  "spin_multiplicity": 5,
  "species": ["H", "C", "H", "H", "C", "C", "H", "C", "H", "H", "H", "H", "C", "H", "H", "C", "H", "H", "H", "C", "H", "N", "H", "H", "H", "C", "C", "C", "H", "C", "C", "H", "C", "H", "H", "C", "H", "C", "O", "H", "P", "H", "H", "H", "C", "H", "H", "S", "C", "C", "H", "H", "H", "H", "H", "O", "C", "C", "C", "H", "H", "C", "O", "C", "Si", "H", "H", "H", "H", "C", "H", "C", "H", "H", "C", "H", "H", "P", "C", "H", "C", "C", "H", "H", "C", "C", "C", "Ru", "C", "C", "C", "C", "H"],
  "coordinates": [[-1.920296, 1.792301, -4.693401], [-1.268701, -2.458307, -4.806224], [1.951041, 1.187547, -3.096452], [0.207668, -7.345865, 1.761014], [0.478578, -6.138860, 0.009962], [-2.638372, 1.409890, -3.980689], [-5.303294, 2.743849, 2.202104], [-3.140160, 0.386602, -1.866356], [0.318252, -2.116179, -6.206137], [1.181156, -2.451059, 1.880499], [-3.412881, -1.832251, 2.044290], [1.974185, -2.487542, 0.272512], [2.109638, 3.484730, 3.314995], [-5.988287, 1.041718, -3.572702], [1.464925, -2.089112, -2.088246], [-4.931610, 0.986220, -3.349685], [4.715690, -1.252032, 1.118295], [0.312254, 3.267844, -1.556574], [3.557130, -1.370393, 3.456201], [1.032217, -2.057060, -4.185510], [3.836787, 2.998113, -2.895033], [-2.665401, -2.107319, -0.485216], [0.761718, 3.140357, 4.962598], [3.282038, 0.355128, 3.232603], [-2.651970, -2.764097, -3.201558], [-0.856458, -5.491379, 1.924708], [0.169524, -4.948330, -0.622354], [1.827149, 3.286155, 4.787708], [1.105333, -6.865504, -0.488465], [-0.636085, -2.435800, -2.492251], [1.294653, 4.616205, 2.718484], [2.830753, -3.036990, 1.705131], [-3.809983, -0.825644, 2.083796], [1.496150, 4.723272, 1.649404], [4.472730, 2.160158, -1.471894], [1.327802, 3.566730, -1.832468], [2.145642, 4.168883, 5.342261], [-5.072759, 0.869064, 3.224368], [2.331333, 2.418675, 0.030620], [3.961780, 4.541849, 3.484674], [-1.061180, -2.504749, -0.758423], [-5.649990, 1.183094, 4.083723], [1.921110, -0.721278, 3.609864], [1.355352, 3.718712, -2.911681], [0.692323, -2.171577, -2.848018], [-1.141993, 0.813693, -2.574033], [0.966341, 0.851708, -1.683959], [-0.708130, 1.760281, 0.686596], [-0.031582, -6.408669, 1.276156], [3.902590, -0.614912, 0.767098], [4.153434, 2.794105, 3.445582], [-4.335530, 1.895555, -5.196227], [-5.239813, 0.091961, -1.428562], [4.220220, 0.421460, 0.885484], [-1.817637, -3.583202, 1.805712], [1.555181, 0.025103, 1.067669], [1.985546, 1.146562, -2.007641], [-4.148211, 1.354320, 1.059072], [3.754037, 2.905845, -1.812017], [3.741996, -0.833847, -0.288611], [2.059536, -1.872797, -4.469518], [2.340985, 2.510009, -1.430759], [1.644402, 2.213289, 2.665542], [-3.998408, 1.467501, -4.261574], [1.477551, 1.738546, 1.175710], [-1.252523, -5.717090, 2.905167], [2.698846, 0.381830, -1.703956], [2.376304, 2.428157, 5.174294], [0.228812, 4.448968, 2.880676], [-2.205122, 0.864223, -2.784677], [-3.475233, -2.688520, -0.681235], [2.670190, -0.914600, 1.588999], [3.777075, 3.694512, 1.950970], [4.006625, 3.867055, -1.367165], [0.051183, -2.199750, -5.161027], [-4.012290, 2.034776, 0.227591], [-2.021910, -2.580285, -5.572777], [-2.621277, -0.416150, -0.366229], [2.858096, -0.631570, 3.061244], [1.557658, 4.516546, -1.351946], [-3.620453, 0.058723, 1.017580], [-1.621335, -2.568303, -3.471077], [0.546871, -4.746886, -1.616972], [-4.712657, -1.099462, 4.004122], [-4.543210, -0.416366, 3.183273], [-4.877242, 1.750595, 2.166543], [-4.509229, 0.447430, -2.146076], [-0.216544, -0.324340, -0.005865], [2.117524, -2.296655, 1.339765], [-0.667466, -4.032370, 0.026613], [-1.171664, -4.296986, 1.308318], [3.589816, 3.626637, 3.023372], [1.561157, 5.557637, 3.198251]],
  "atomic_forces_ev_per_a": [[0.0, 0.0, 0.0], [0.0, 0.0, 0.0], [0.0, 0.0, 0.0], [0.0, 0.0, 0.0], [0.0, 0.0, 0.0], [0.0, 0.0, 0.0], [0.0, 0.0, 0.0], [0.0, 0.0, 0.2], [0.0, 0.0, 0.0], [0.0, 0.0, 0.0], [0.0, 0.0, 0.0], [0.0, 0.0, 0.0], [0.0, 0.0, 0.0], [0.0, 0.0, 0.0], [0.0, 0.0, 0.0], [0.0, 0.0, 0.0], [0.0, 0.0, 0.0], [0.0, 0.0, 0.0], [0.0, 0.0, 0.0], [0.0, 0.0, 0.0], [0.0, 0.0, 0.0], [0.2, 0.0, 0.0], [0.0, 0.0, 0.0], [0.0, 0.0, 0.0], [0.0, 0.0, 0.0], [0.0, 0.0, 0.0], [0.0, 0.0, 0.0], [0.0, 0.0, 0.0], [0.0, 0.0, 0.0], [0.0, 0.0, 0.2], [0.0, 0.0, 0.0], [0.0, 0.0, 0.0], [0.0, 0.0, 0.0], [0.0, 0.0, 0.0], [0.0, 0.0, 0.0], [0.0, 0.0, 0.0], [0.0, 0.0, 0.0], [0.0, 0.0, 0.0], [0.0, 0.1, 0.0], [0.0, 0.0, 0.0], [0.0, 0.1, -0.2], [0.0, 0.0, 0.0], [0.0, 0.0, 0.0], [0.0, 0.0, 0.0], [0.0, 0.0, 0.0], [0.0, 0.0, 0.0], [0.0, 0.0, 0.0], [0.2, 0.3, -0.1], [0.0, 0.0, 0.0], [0.0, -0.1, 0.0], [0.0, 0.0, 0.0], [0.0, 0.0, 0.0], [0.0, 0.0, 0.0], [0.0, 0.0, 0.0], [0.0, 0.0, 0.0], [-0.2, 0.4, 0.0], [0.0, 0.0, 0.0], [0.0, 0.0, 0.0], [0.0, 0.0, 0.0], [0.0, 0.0, 0.0], [0.0, 0.0, 0.0], [-0.1, 0.0, 0.1], [0.1, 0.0, -0.1], [0.0, 0.0, 0.0], [0.0, -0.3, 0.1], [0.0, 0.0, 0.0], [0.0, 0.0, 0.0], [0.0, 0.0, 0.0], [0.0, 0.0, 0.0], [0.0, 0.0, 0.0], [0.0, 0.0, 0.0], [-0.2, 0.0, -0.1], [0.0, 0.0, 0.0], [0.0, 0.0, 0.0], [0.0, 0.0, 0.0], [0.0, 0.0, 0.0], [0.0, 0.0, 0.0], [0.0, -0.1, 0.0], [0.0, 0.0, 0.0], [0.0, 0.0, 0.0], [0.1, 0.0, -0.1], [0.0, 0.0, -0.1], [0.0, 0.0, 0.0], [0.0, 0.0, 0.0], [0.0, 0.0, 0.0], [0.0, 0.0, 0.0], [0.0, 0.0, 0.0], [-0.2, -0.6, 0.2], [0.1, 0.0, 0.1], [0.0, 0.1, -0.1], [0.0, 0.0, 0.0], [0.0, 0.0, 0.0], [0.0, 0.0, 0.0]]
}

Which max |F| belongs to each record? In order, 0.631 0.640 eV/Å.